Computed, not measured: a cluster of 2 separate species, C4H12 in total at a distorted geometry, with ωB97M-V/def2-TZVPD.

Values from the calculation:
E ... -4340.6503 eV
E_HOMO ... -11.23 eV
Gap between HOMO and LUMO ... 12.2657 eV
SMILES string ... CC.CC
Charge ... 0

Structure (XYZ):
```
16
C4H12 ωB97M-V/def2-TZVPD
C 1.716 1.027 -1.459
C 2.059 2.082 -0.393
H 1.063 1.423 -2.203
H 2.557 0.623 -1.997
H 1.276 0.110 -1.013
H 1.756 3.157 -0.783
H 1.542 1.990 0.612
H 3.149 2.283 -0.106
C -2.057 -1.186 0.313
C -1.757 -1.871 1.637
H -3.129 -1.127 -0.108
H -1.655 -0.336 0.184
H -1.640 -1.827 -0.526
H -2.252 -1.740 2.669
H -1.785 -3.004 1.352
H -0.843 -1.604 1.823
```

Here are the Mulliken charges for atoms 1 to 8, given in e:
1. C -0.743
2. C -0.723
3. H 0.270
4. H 0.320
5. H 0.167
6. H 0.212
7. H 0.235
8. H 0.262